{
  "formula": "C30H45BrFeO2P2",
  "method": "ωB97M-V/def2-TZVPD",
  "species": ["Fe", "C", "C", "C", "C", "C", "C", "H", "H", "H", "C", "H", "H", "H", "C", "H", "H", "H", "C", "H", "H", "H", "C", "H", "H", "H", "C", "C", "C", "C", "C", "C", "C", "C", "H", "H", "H", "H", "H", "H", "H", "H", "H", "H", "H", "H", "P", "C", "C", "P", "C", "C", "C", "H", "H", "H", "H", "H", "H", "H", "H", "H", "H", "H", "H", "H", "H", "Br", "C", "C", "C", "C", "C", "C", "C", "O", "O", "H", "H", "H", "H"],
  "positions_angstrom": [[-1.16769, -1.89861, -2.61826], [-2.25682, -1.79608, 1.32483], [-1.93177, -2.80844, 0.37132], [0.03668, -2.03448, 1.25988], [-1.03123, -1.33409, 1.88754], [-0.50740, -2.88626, 0.25913], [-3.61921, -1.39886, 1.75067], [-4.34634, -1.82307, 1.04846], [-3.73021, -0.30429, 1.74159], [-3.87733, -1.74610, 2.76621], [-0.83090, -0.38841, 3.00772], [-1.74605, 0.17393, 3.22368], [-0.02138, 0.32494, 2.77556], [-0.52742, -0.90547, 3.93593], [1.42540, -2.00956, 1.73774], [1.44566, -2.22678, 2.81390], [1.90051, -1.02861, 1.63498], [2.04020, -2.76186, 1.23781], [0.18934, -3.95172, -0.49085], [0.05688, -4.92496, 0.00908], [1.26057, -3.75209, -0.60224], [-0.22849, -4.08858, -1.51127], [-2.83656, -3.85606, -0.13946], [-2.61233, -4.83000, 0.32236], [-2.73524, -3.98556, -1.22843], [-3.87117, -3.61760, 0.09080], [-0.38114, 3.79708, 0.68639], [-1.07991, 2.68715, 0.98115], [-1.33602, 1.51777, 0.06390], [-0.31070, 1.29105, -1.03298], [1.05091, 1.04360, -0.50482], [2.04081, 1.88210, -0.75611], [1.92399, 3.36306, -0.65939], [0.55432, 4.08177, -0.46074], [-2.32555, 1.59639, -0.41689], [-0.30081, 2.07719, -1.79778], [-1.30882, 0.58757, 0.64700], [0.02748, 4.10156, -1.42622], [-0.55650, 4.70094, 1.29421], [-1.57358, 2.56104, 1.94999], [0.84288, 5.13349, -0.28218], [2.57960, 3.71882, 0.13295], [3.06675, 1.54311, -0.95903], [2.35259, 3.74202, -1.59492], [-0.55729, 0.36367, -1.60652], [1.22434, 0.00856, -0.20809], [-1.44406, -0.33936, -3.94912], [-1.26428, 1.49312, -4.31338], [-2.37836, -0.51319, -5.51029], [0.82808, -1.89806, -3.13855], [0.38191, -0.71009, -4.41717], [-0.09197, -3.28386, -3.95841], [2.57880, -2.04793, -2.93153], [-0.21858, 1.82631, -4.21956], [-1.97872, 2.13950, -3.77291], [-1.50395, 1.61134, -5.38458], [-1.88037, 0.09417, -6.26468], [-3.38096, -0.09535, -5.36972], [-2.42945, -1.52305, -5.90245], [3.09225, -1.82423, -3.89078], [2.76955, -3.08910, -2.60794], [2.91083, -1.33621, -2.14761], [0.97904, 0.20847, -4.43066], [0.39757, -1.15903, -5.41472], [0.55701, -4.17195, -3.87571], [-0.19807, -3.10398, -5.05161], [-1.08297, -3.52274, -3.49933], [-0.17280, 4.10433, 3.83906], [1.04838, 3.00184, 4.75262], [0.80667, 2.80713, 6.12260], [1.66968, 2.01485, 6.88255], [2.72966, 1.36311, 6.24551], [2.92353, 1.50540, 4.87897], [2.12087, 2.36434, 4.11660], [2.36822, 2.43890, 2.61870], [2.64403, 3.54440, 2.11080], [2.28104, 1.29120, 2.09518], [-0.06040, 3.28002, 6.58134], [1.49908, 1.92421, 7.95613], [3.39072, 0.72591, 6.82234], [3.69703, 0.94034, 4.36972]],
  "forces_ev_per_a": [[-2.474, -0.972, 3.883], [-0.043, -0.279, 0.077], [0.762, 0.144, 0.404], [0.429, -0.075, -0.126], [0.245, 0.388, 0.470], [-0.870, -0.093, 0.522], [-0.296, 0.042, -0.311], [-0.002, 0.203, 0.298], [0.095, -0.252, 0.050], [0.251, 0.082, -0.300], [-0.323, 0.260, 0.040], [0.186, -0.116, -0.003], [0.074, -0.099, -0.009], [-0.021, 0.032, -0.329], [0.332, -0.358, 0.014], [-0.024, 0.100, -0.089], [-0.070, 0.357, 0.062], [-0.050, 0.135, 0.024], [0.207, -0.412, -0.676], [0.111, 0.224, 0.007], [-0.231, -0.079, 0.111], [0.170, -0.014, 0.685], [-0.379, -0.065, -0.472], [0.053, 0.237, -0.114], [-0.111, -0.100, 0.195], [-0.078, -0.090, -0.150], [-0.572, -0.349, 0.216], [-0.027, 0.094, -0.470], [0.212, -0.205, -0.386], [-0.582, 0.139, 0.173], [0.316, -1.073, -1.421], [0.801, 0.391, 0.550], [-0.503, 0.433, -1.343], [0.346, 0.780, -0.625], [-0.063, 0.027, 0.432], [-0.093, -0.056, 0.427], [-0.347, 0.061, 0.102], [-0.113, -0.040, 0.199], [0.428, -0.925, 0.052], [-0.092, 0.617, -0.364], [-0.010, -0.389, -0.337], [0.100, -0.493, 0.178], [-0.210, -0.001, 1.050], [-0.057, 0.458, -0.028], [-0.149, 0.405, 0.413], [0.320, -0.027, -0.298], [0.008, 3.876, -3.777], [-0.240, 0.738, 0.327], [0.016, -0.597, -0.485], [1.172, 0.713, -0.083], [-0.291, 0.232, -0.429], [1.867, -1.147, -1.480], [1.073, -0.470, -0.525], [-0.624, 0.043, 0.540], [0.569, -0.272, 0.009], [0.131, -0.013, 0.659], [-0.095, -0.238, -0.082], [0.091, -0.208, 0.033], [-0.306, -0.291, 0.126], [-0.045, -0.308, 0.668], [0.280, 0.525, -0.135], [-0.275, -0.400, -0.433], [-0.246, -0.203, 0.255], [0.142, 0.082, 0.051], [-0.722, -0.114, 0.196], [-0.165, -0.138, 0.810], [0.084, -0.476, -0.329], [-0.020, 0.254, 0.330], [0.638, -0.646, 0.907], [0.231, -0.082, -0.121], [-0.191, 0.232, -0.389], [-0.171, 0.033, 0.147], [-0.247, 0.254, 0.171], [-0.600, 0.205, 0.337], [0.162, 0.067, 0.102], [-0.211, -0.794, 0.501], [0.010, 0.045, -0.302], [0.255, -0.042, -0.073], [0.090, -0.082, -0.315], [-0.009, 0.032, -0.035], [-0.007, 0.142, 0.039]],
  "lowdin_charge": [0.156, -0.121, -0.160, -0.122, -0.132, -0.159, 0.009, 0.083, 0.106, 0.120, 0.020, 0.097, 0.101, 0.125, 0.020, 0.120, 0.087, 0.089, -0.033, 0.121, 0.082, 0.052, -0.004, 0.118, 0.085, 0.084, -0.133, -0.134, -0.180, -0.232, -0.143, -0.105, -0.175, -0.169, 0.118, 0.091, 0.068, 0.100, 0.059, 0.057, 0.115, 0.089, 0.116, 0.110, 0.030, 0.076, 0.795, -0.233, -0.275, 0.733, -0.436, -0.267, -0.233, 0.048, 0.063, 0.040, 0.040, 0.064, 0.040, 0.071, 0.057, 0.063, 0.068, 0.064, 0.078, 0.072, 0.038, 0.883, -0.601, -0.145, -0.097, -0.093, -0.037, -0.170, -0.662, -0.016, -0.055, 0.090, 0.101, 0.097, 0.115],
  "max_force_ev_per_a": 5.4,
  "multiplicity": 6,
  "orbital_gap_ha": [0.204, 0.110],
  "de_lowest_kj_mol": 410.8,
  "charge": 1
}

=====

{
  "formula": "C6H12O2",
  "method": "ωB97M-V/def2-TZVPD",
  "species": ["C", "C", "C", "C", "C", "O", "O", "C", "H", "H", "H", "H", "H", "H", "H", "H", "H", "H", "H", "H"],
  "positions_angstrom": [[-0.80608, 2.08087, -0.35151], [-0.27649, 0.87202, -0.13338], [-0.29759, 0.21041, 1.25849], [-0.84405, -1.20560, 1.07684], [0.21560, -2.24692, 0.76549], [-1.80791, -1.00447, -0.06078], [0.64964, 0.26548, -0.96145], [1.53634, 1.08048, -1.69376], [-1.44753, 2.53371, 0.38228], [-0.55284, 2.68784, -1.20327], [0.70427, 0.19132, 1.67601], [-0.97898, 0.78841, 1.88423], [-1.47869, -1.49976, 1.91506], [0.76033, -1.96049, -0.13347], [0.93060, -2.30730, 1.58692], [-0.24445, -3.22046, 0.61136], [-1.40038, -1.09522, -0.93407], [1.00756, 1.75674, -2.37838], [2.14955, 0.40103, -2.28471], [2.18110, 1.67192, -1.02192]],
  "forces_ev_per_a": [[0.479, -0.536, -0.010], [1.506, 1.601, 1.398], [-0.681, -0.119, -1.123], [-0.890, 0.623, -1.921], [-0.275, 0.141, -0.032], [-0.051, -1.310, 1.194], [-0.515, -0.287, 0.299], [0.031, 0.383, -0.274], [-0.123, -0.058, 0.167], [-0.153, -0.078, -0.324], [0.177, 0.233, 0.109], [0.191, -0.003, 0.036], [0.076, -0.060, -0.145], [0.013, -0.029, 0.030], [-0.020, -0.072, 0.046], [0.021, -0.091, 0.035], [0.347, -0.135, 0.506], [0.124, -0.118, 0.121], [0.008, 0.066, 0.043], [-0.266, -0.150, -0.154]],
  "lowdin_charge": [0.072, -0.372, -0.079, -0.353, -0.051, -0.081, -0.139, -0.081, 0.062, 0.051, 0.121, 0.117, 0.136, 0.073, 0.083, 0.079, 0.083, 0.083, 0.091, 0.104],
  "max_force_ev_per_a": 2.6,
  "multiplicity": 1,
  "orbital_gap_ha": 0.362,
  "de_lowest_kj_mol": 227.4,
  "charge": 0
}

=====

{
  "formula": "C15H18O",
  "method": "ωB97M-V/def2-TZVPD",
  "species": ["C", "C", "C", "C", "C", "C", "C", "C", "O", "H", "H", "H", "H", "H", "H", "H", "H", "H", "H", "C", "C", "C", "C", "C", "C", "C", "H", "H", "H", "H", "H", "H", "H", "H"],
  "positions_angstrom": [[-3.89121, 1.11967, 1.23794], [-4.86972, 0.65839, 0.14663], [-2.55374, 0.48884, 1.25513], [-1.82875, 0.51999, 2.50022], [-1.91656, -0.05694, 0.11166], [-0.77463, -0.31289, 2.67631], [-0.61242, -0.39035, 0.19940], [-0.10977, -0.74185, 1.48588], [1.00463, -1.40358, 1.62622], [-3.84414, 2.21760, 1.23667], [-4.38849, 0.93058, 2.19491], [-4.67661, 1.02233, -0.86058], [-2.13664, 1.12891, 3.33966], [-2.56204, -0.13099, -0.74069], [-0.39671, -0.65382, 3.63234], [-0.01334, -0.62540, -0.66825], [1.40987, -1.63767, 0.77373], [-5.78412, 1.19962, 0.41296], [-5.04733, -0.40117, 0.13557], [0.59743, 1.21122, -2.67929], [3.91567, -0.77374, -0.81190], [3.30381, 0.31535, -0.21683], [3.23262, -1.38743, -1.87861], [2.19133, 0.93670, -0.78028], [2.08151, -0.83866, -2.39764], [1.59890, 0.38031, -1.91608], [4.95996, -0.96145, -0.61599], [3.80099, 0.76030, 0.63227], [3.55793, -2.38717, -2.12112], [1.70469, 1.81538, -0.37741], [1.45278, -1.41716, -3.05827], [1.11640, 1.83721, -3.40131], [0.02432, 1.82184, -1.99042], [-0.01279, 0.57558, -3.32822]],
  "forces_ev_per_a": [[-0.837, -0.436, -0.348], [-0.342, 1.421, 0.277], [0.783, 0.858, 0.902], [-0.168, -0.332, 0.126], [-1.150, 0.714, 0.772], [0.413, -0.205, -0.506], [0.066, -1.400, -0.343], [0.166, 0.460, 0.188], [-0.077, -0.178, 0.057], [0.474, -0.068, -0.178], [0.221, -0.154, 0.113], [0.501, -0.134, -0.048], [-0.612, -0.232, -0.003], [0.407, 0.146, -0.798], [0.193, 0.467, 0.013], [-0.072, -0.197, -0.016], [0.194, 0.147, -0.071], [-0.208, -0.528, -0.134], [-0.074, -0.440, 0.074], [0.089, -0.972, -0.234], [-0.631, 0.725, -1.094], [0.515, 0.774, 0.200], [0.413, -0.566, 1.215], [-0.417, -0.883, -0.372], [-0.597, -0.199, 0.505], [0.668, 0.873, -0.283], [-0.135, -0.712, 0.530], [-0.044, 0.192, 0.137], [0.128, 0.021, -0.722], [0.411, 0.190, 0.252], [0.234, 0.100, -0.587], [0.191, 0.322, 0.205], [-0.323, 0.158, -0.185], [-0.376, 0.070, 0.355]],
  "lowdin_charge": [-0.184, -0.084, -0.127, 0.028, 0.037, 0.060, 0.047, -0.232, 0.195, 0.148, 0.131, 0.080, 0.139, 0.127, 0.145, 0.109, 0.143, 0.087, 0.082, -0.042, -0.077, -0.092, -0.072, -0.065, -0.061, -0.333, 0.111, 0.108, 0.108, 0.118, 0.116, 0.093, 0.073, 0.085],
  "max_force_ev_per_a": 1.6,
  "multiplicity": 2,
  "orbital_gap_ha": [0.312, 0.189],
  "de_lowest_kj_mol": 81.3,
  "charge": 1
}

=====

{
  "formula": "C3H4O2S",
  "method": "ωB97M-V/def2-TZVPD",
  "species": ["C", "C", "C", "S", "O", "O", "H", "H", "H", "H"],
  "positions_angstrom": [[-0.89924, 1.78190, 0.15951], [-0.07918, 0.75889, -0.00143], [-0.20793, -0.68025, -0.27402], [1.13528, -1.66767, -0.08079], [0.68346, -2.99506, -0.34780], [2.07243, -1.28224, 0.94862], [-0.68569, 2.88946, 0.36626], [-1.99287, 1.39762, 0.24689], [0.99210, 0.92334, -0.06576], [-1.01836, -1.12598, -0.95148]],
  "forces_ev_per_a": [[-3.142, -0.242, 0.818], [2.582, -0.408, -0.906], [-0.874, 0.274, -0.779], [-3.083, 1.479, 1.152], [1.154, -1.437, -0.324], [0.244, -0.309, -0.882], [-0.023, -2.154, -0.443], [1.582, 1.426, -0.270], [0.156, 0.769, 0.454], [1.406, 0.603, 1.180]],
  "lowdin_charge": [-0.005, -0.285, -0.216, 0.786, -0.348, -0.322, 0.090, 0.090, 0.085, 0.124],
  "max_force_ev_per_a": 3.6,
  "multiplicity": 1,
  "orbital_gap_ha": [0.267, 0.271],
  "de_lowest_kj_mol": 383.4,
  "charge": 0
}

=====

- charge of number 3 (C15H18O)?
  +1